# 1
DFT (ωB97M-V/def2-TZVPD) results for one molecule with the formula C10H18N2O in a non-equilibrium geometry.

charge: 0
E_LUMO: 0.82 eV
SMILES: CC1(C)[C@H]2CC[C@](C)(CC2)n2on21
highest occupied orbital energy: -8.74 eV
molar mass: 182.267 g mol⁻¹

The geometry in XYZ format:
```
31
Properties=species:S:1:pos:R:3:forces:R:3
C -0.8365 -1.6597 -0.2080 1.5590 2.6953 -0.9955
C -1.5397 0.4762 0.7656 3.0808 2.6572 -0.7004
C 0.0610 -1.7392 1.0352 0.1272 -0.1011 -1.2071
C -0.2737 0.7298 1.6891 1.4459 -0.9803 -4.6160
C -1.1113 -0.1435 -0.6055 -5.0447 -1.4683 0.6257
C 0.7822 -0.3873 1.3488 -1.7007 -0.7224 2.2062
C -0.1549 0.5797 -1.4943 3.3388 0.9230 -0.7017
C 1.7839 -0.7560 2.4894 -1.1798 3.4029 1.9993
C -0.2125 2.1302 -1.5267 0.7919 -0.2553 -1.4094
C -0.1251 -0.0255 -2.9347 1.8671 0.6744 3.7301
N 1.6324 -0.1840 0.2239 2.1113 -0.9313 -0.6884
N 1.3446 0.2221 -1.0716 -1.8011 -0.8024 -1.4339
O 2.0372 1.1128 -0.2405 -0.3160 1.1175 1.2680
H -0.4533 -2.0264 -1.1431 0.6745 -1.0687 0.0572
H -1.6999 -2.2000 0.0453 -1.6050 -0.2767 -0.2189
H -2.1219 -0.1010 1.3877 -1.7794 -1.8879 0.5278
H -1.9633 1.4754 0.8104 -0.6461 0.0563 -0.8872
H -0.6734 -2.0067 1.8474 1.5973 -0.0437 -0.2823
H 0.8485 -2.4763 0.7177 -0.7073 0.2575 1.3734
H 0.2249 1.6589 1.3414 -0.4543 -0.2059 0.9686
H -0.6770 0.6950 2.6347 -0.0103 0.2601 2.4937
H -2.0750 -0.3058 -1.3031 1.6514 0.8030 1.4839
H 2.4598 0.1775 2.6839 -1.3457 -1.4423 0.0908
H 2.4517 -1.4202 2.0437 0.9231 -1.7172 -0.1388
H 1.2264 -1.0842 3.4928 1.4179 0.5551 -2.3412
H 0.7138 2.6841 -1.9609 -1.6669 -1.3669 0.5020
H -0.3164 2.4283 -0.5509 0.3798 0.9282 2.6227
H -1.1397 2.5484 -1.9045 -0.1208 -0.3081 -0.9585
H -0.7476 0.5021 -3.5054 -3.2411 1.3753 -2.3667
H -0.2722 -1.0304 -2.7485 -0.6764 -2.1855 -0.7337
H 0.8269 0.1256 -3.3592 1.3295 0.0583 -0.2697
```
Forces are in eV/Å.

Atomic partial charges in e from the Löwdin method, atoms 1 to 2:
1. C -0.139
2. C -0.126

***

# 2
DFT (ωB97M-V/def2-TZVPD) results for one molecule with the formula C10H18N2O3 in a non-equilibrium geometry.

charge: 0
E_LUMO: 0.61 eV
SMILES: CC1(C)C=CC(C)(C)[C@](O)(/[N+]([O-])=N/O)C1
highest occupied orbital energy: -9.33 eV
molar mass: 214.265 g mol⁻¹

The geometry in XYZ format:
```
33
Properties=species:S:1:pos:R:3:forces:R:3
C 1.1215 -1.5812 0.3084 2.7938 0.3978 1.4402
C 1.7077 -0.5689 -0.3292 -2.5380 -0.4785 0.3794
C -0.8512 -0.2240 0.9823 0.2480 1.5703 0.3288
C -0.1184 -1.5413 1.1486 0.1366 0.3913 -0.2684
C 0.9656 0.6702 -0.7079 -1.1463 0.7142 -1.8164
C -0.6545 0.3845 -0.3964 3.4341 -0.1134 0.6047
C 0.2836 -1.6871 2.6184 2.3689 1.0988 0.7704
C -0.9692 -2.7148 0.7578 0.6155 -2.7599 1.3055
C 1.4970 1.8696 0.0311 -0.1519 1.9454 1.7372
C 1.1658 0.9335 -2.2920 2.0682 3.5537 4.1606
N -1.7527 1.9023 -1.6384 -1.4399 0.9847 -1.6173
N -1.3409 1.6962 -0.4846 -0.1698 -0.6313 0.0288
O -1.5004 2.4225 0.4753 0.0022 0.7183 1.2970
O -1.1689 -0.4646 -1.3274 -1.1175 0.5802 -2.1231
O -2.4741 3.0750 -1.6298 -0.3133 0.5176 -0.2515
H 1.9229 -2.3182 0.6059 -1.4463 0.0109 -0.3319
H 2.7120 -0.7454 -0.5573 1.4730 0.3880 -0.8559
H -1.8939 -0.4203 1.0301 -1.1675 -0.1086 0.2900
H -0.6383 0.5242 1.7918 0.0917 -0.6689 -0.9415
H 0.4566 -0.6649 3.1008 0.0327 -1.3847 -0.6841
H 1.2244 -2.3053 2.7819 -1.0287 0.7484 -0.4001
H -0.4565 -2.1667 3.1973 -1.1124 -0.4732 0.5833
H -1.4412 -3.1798 1.6798 0.0816 0.6069 -1.2234
H -0.2066 -3.4604 0.4359 -0.8001 -0.0825 0.1165
H -1.6656 -2.6356 -0.0515 -0.3518 0.5259 -0.3239
H 1.9023 2.6904 -0.5837 0.2140 -0.7196 -0.1661
H 2.2564 1.5223 0.7378 0.1182 0.3891 -0.0853
H 0.7725 2.4829 0.6496 0.3754 -1.2062 -0.4919
H 0.4908 1.6489 -2.6138 -2.0452 0.9534 -0.7596
H 1.0869 0.0430 -2.7016 -0.2023 -3.9213 -2.7342
H 2.1032 1.5368 -2.5194 -0.4807 -1.5506 0.5748
H -1.5137 0.1493 -2.0593 0.6370 -1.4002 1.0347
H -3.0231 3.1268 -2.4405 0.8207 -0.5958 0.4228
```
Forces are in eV/Å.

Atomic partial charges in e from the Löwdin method, atoms 1 to 2:
1. C -0.050
2. C -0.047

***

# 3
DFT (ωB97M-V/def2-TZVPD) results for a 3-piece molecular cluster, C10H18N2O9S overall in a non-equilibrium geometry.

charge: 0
E_LUMO: -0.64 eV
SMILES: O=C=NN(S)C(=O)O.CCOC(=O)OC.CCOC(=O)OC
highest occupied orbital energy: -10.00 eV
molar mass: 342.326 g mol⁻¹

The geometry in XYZ format:
```
40
Properties=species:S:1:pos:R:3:forces:R:3
O -0.3105 -2.1311 -2.5646 2.2585 3.6096 -6.5878
C 0.0550 -1.6075 -3.6343 -0.2342 -1.8223 2.6274
N 0.5374 -1.0617 -4.7330 -1.0741 -1.4848 5.0429
N 0.1312 -1.7247 -5.8989 -1.0334 -1.8859 -0.8874
S -1.5696 -1.5883 -6.2265 -0.4402 0.4330 -0.6377
C 0.6319 -3.1212 -5.9761 -0.2588 -4.6196 1.1092
O 0.0377 -4.1451 -5.5315 2.2601 5.0462 -2.0162
O 1.8902 -3.3159 -6.6760 -1.6958 1.2929 2.3106
H -2.3284 -1.7232 -5.0666 1.2272 -0.3741 -0.2649
H 2.6225 -3.0190 -6.0698 -0.9595 -0.1917 -0.8638
C 0.5591 -2.0251 1.2189 0.0165 0.0195 0.3426
C -0.7848 -1.6840 0.6028 0.5826 0.0315 -0.3510
O -1.8544 -2.2584 1.3647 -0.4353 0.3525 0.4563
C -2.1915 -1.5925 2.4827 0.1052 -0.3162 -0.0365
O -1.6860 -0.5683 2.8829 -0.3931 -0.6704 -0.1430
O -3.1751 -2.2764 3.0958 0.3930 0.3269 -0.4052
C -3.5728 -1.7185 4.3468 -0.2291 0.1278 0.4559
H 0.6565 -3.1054 1.3551 -0.0131 0.0685 -0.1779
H 1.3760 -1.6713 0.5858 -0.0734 -0.0371 0.0009
H 0.6674 -1.5693 2.2066 -0.0130 0.0703 -0.1393
H -0.8443 -2.1149 -0.3995 -0.2921 -0.0510 0.4043
H -0.9178 -0.6033 0.4970 -0.1010 -0.1447 0.2154
H -3.8212 -0.6591 4.2493 0.1914 -0.1201 -0.0079
H -2.7813 -1.8619 5.0862 -0.0452 0.1699 -0.0958
H -4.4634 -2.2511 4.6836 0.1533 -0.0989 -0.2689
C -0.5854 2.1841 1.7989 -0.0201 0.1890 0.1717
C 0.3820 1.8669 0.6742 -0.4366 -0.3490 0.4006
O 1.0156 3.0595 0.1929 0.6558 0.2105 0.0022
C 2.0323 3.5184 0.9436 -0.2593 -0.0160 0.0777
O 2.4526 3.0146 1.9589 -0.1261 0.2505 -0.5771
O 2.4885 4.6535 0.3803 -0.1762 -0.5117 0.0931
C 3.5218 5.2927 1.1265 0.3568 0.2787 0.1694
H -1.2957 2.9558 1.4890 0.0314 -0.1085 -0.1217
H -1.1384 1.2908 2.0975 0.1600 0.2065 -0.0806
H -0.0586 2.5709 2.6749 0.0371 -0.1415 -0.0916
H -0.1681 1.4407 -0.1691 0.1898 0.3217 -0.1259
H 1.1272 1.1261 0.9799 0.0467 0.2463 0.0427
H 4.3367 4.6008 1.3517 -0.2138 0.0220 0.0769
H 3.1096 5.7145 2.0463 0.1130 -0.1669 -0.0123
H 3.9197 6.1069 0.5190 -0.2550 -0.1633 -0.1077
```
Forces are in eV/Å.

Atomic partial charges in e from the Löwdin method, atoms 1 to 2:
1. O 0.129
2. C -0.147

***

# 4
DFT (ωB97M-V/def2-TZVPD) results for a 2-piece molecular cluster, C10H18N3 overall in a non-equilibrium geometry.

charge: +1
E_LUMO: -2.65 eV
highest occupied orbital energy: -12.26 eV
molar mass: 180.275 g mol⁻¹

The geometry in XYZ format:
```
31
Properties=species:S:1:pos:R:3:forces:R:3
C 2.7408 -1.8787 -0.2394 -0.8439 0.3176 -1.2178
C -1.1927 -2.7078 1.3829 0.6106 0.1866 -0.1475
C -0.6168 -3.5355 0.4341 -0.5140 -0.3911 -0.2596
C -0.4374 -1.6114 1.7952 0.1559 -0.0551 0.2464
C 0.6164 -3.2608 -0.1500 -0.4296 0.1880 0.1302
C 0.7733 -1.2942 1.2000 -0.1265 -0.3666 0.0102
C 1.3172 -2.1129 0.2067 0.6648 -0.6711 0.5686
H -2.1595 -2.9266 1.8132 0.0995 -0.1157 0.1534
H -1.1119 -4.4660 0.1768 -0.0713 0.1388 -0.1346
H -0.6678 -1.1008 2.7120 -0.5696 0.4959 0.0351
H 0.9765 -3.9830 -0.8710 0.3664 0.1405 0.0189
H 1.3029 -0.4187 1.5602 0.2074 -0.1275 -0.0003
H 2.7609 -0.9922 -0.8717 0.2634 0.6662 0.3262
H 3.0955 -2.6033 -0.9672 0.0549 -0.6107 0.4524
H 3.4000 -1.7718 0.6069 0.3184 0.0389 0.0605
C -1.3399 2.8460 0.5611 0.3426 -0.2648 0.2927
C -1.7685 3.7648 -0.5855 -0.6445 0.4399 0.3449
C -0.0901 1.2521 -0.8179 1.1604 -0.1211 0.0428
N -0.9000 1.4754 0.2101 -1.0760 0.2061 -1.0543
N 0.7397 2.2051 -1.2624 0.3017 0.3889 -0.0988
N 0.0235 0.0450 -1.3610 -0.6252 -0.1059 0.1723
H -0.5056 3.2916 1.0997 -0.0925 0.0731 0.1953
H -2.1533 2.6874 1.2576 -0.0065 0.1136 0.1940
H -1.8289 3.2731 -1.5533 0.2951 0.0870 -0.1052
H -1.1665 4.6730 -0.5771 0.3798 -0.2001 -0.5020
H -1.5838 0.7417 0.3497 0.0433 0.0564 0.1973
H 0.5846 3.1925 -1.1485 -0.1661 -0.1285 0.3340
H 1.6393 1.9551 -1.6377 -0.1592 -0.1063 -0.2615
H -0.4871 -0.7305 -0.9600 0.2280 -0.0044 0.0296
H 0.8015 -0.1919 -1.9520 -0.0693 0.0935 -0.1388
H -2.7622 4.1833 -0.4112 -0.0978 -0.3618 0.1157
```
Forces are in eV/Å.

Atomic partial charges in e from the Löwdin method, atoms 1 to 2:
1. C -0.036
2. C -0.077